An isolated ion of composition C17H39N2 and charge +1. Source: the Open Molecules 2025 dataset; level of theory: ωB97M-V/def2-TZVPD.

Total charge: +1
HOMO-LUMO gap: 10.1 eV
SMILES: CCCCCCCCC[N@@H+](CCCN)CCCCC
E: -21235.9731 eV
Max |F|: 0.6 eV/A
HOMO level: -12.19 eV

Each line ends with the natural charge from an NBO analysis.
CARTESIAN COORDINATES (ANGSTROEM)
N1 -1.24827 -1.11298 -0.30794  -0.391
N2 1.53833 0.46834 -3.34086  -0.839
C1 -0.64701 -0.11676 -1.26319  -0.240
C2 0.72241 -2.36222 0.55848  -0.428
C3 0.09012 0.50616 -3.56116  -0.210
C4 -0.65679 -0.52845 -2.72118  -0.432
C5 3.14323 -1.51993 0.42912  -0.392
C6 2.33275 0.91273 0.59238  -0.402
C7 -0.54328 -2.43665 -0.29186  -0.219
C8 -3.42205 -0.96441 0.87612  -0.441
C9 3.26134 -0.09047 -0.09358  -0.392
C10 -2.79639 0.53896 2.87980  -0.403
C11 -1.48170 -0.17157 3.19697  -0.624
C12 -3.23282 0.45982 1.41694  -0.402
C13 2.02078 -2.32059 -0.25806  -0.391
C14 2.48908 2.32415 0.01289  -0.406
C15 -2.74772 -1.21583 -0.45458  -0.204
C16 1.20424 3.13036 -0.22111  -0.395
C17 0.10278 2.94328 0.81521  -0.606
H1 0.36451 0.11887 -0.93694  0.243
H2 1.82882 -1.86600 -1.23176  0.177
H3 -3.06471 -0.49506 -1.20194  0.221
H4 -1.37856 -0.32756 4.26671  0.243
H5 -1.23666 -3.16450 0.11913  0.226
H6 0.74218 -3.23108 1.21191  0.240
H7 -0.30180 1.50332 -3.35311  0.184
H8 2.36872 -3.33681 -0.42300  0.227
H9 -1.67365 -0.60448 -3.10095  0.225
H10 -0.72793 3.60901 0.58603  0.221
H11 -1.09102 -0.72894 0.62646  0.466
H12 3.01879 2.24190 -0.93605  0.204
H13 -0.30740 -2.73469 -1.30490  0.231
H14 -0.62291 0.41012 2.85973  0.206
H15 -3.00270 -2.20625 -0.81847  0.230
H16 0.44786 3.18965 1.81682  0.217
H17 -1.23495 0.79365 -1.16040  0.227
H18 1.29666 0.56623 0.53545  0.163
H19 0.80355 2.94242 -1.21866  0.184
H20 -3.58125 0.17520 3.54042  0.214
H21 -4.15440 1.02500 1.30243  0.237
H22 -4.48043 -1.18265 0.74939  0.248
H23 3.08623 -0.07243 -1.17197  0.180
H24 -2.48389 0.99893 0.82582  0.181
H25 2.91803 -1.47704 1.49604  0.199
H26 -0.29323 1.92801 0.80053  0.165
H27 1.94249 1.37724 -3.17786  0.375
H28 -3.06190 -1.69787 1.59887  0.213
H29 -0.15666 -1.48154 -2.88559  0.213
H30 4.28069 0.26679 0.05675  0.222
H31 -0.10673 0.29157 -4.60950  0.205
H32 1.47615 4.18574 -0.21486  0.221
H33 0.68377 -1.48916 1.21370  0.206
H34 1.82983 -0.15871 -2.60640  0.347
H35 4.08468 -2.04393 0.29868  0.225
H36 2.59193 0.90538 1.65109  0.215
H37 -1.41551 -1.16486 2.74534  0.176
H38 -2.65886 1.59338 3.11686  0.222
H39 3.14127 2.89716 0.66985  0.217